Entry 1:
C37H89N3O9 | ωB97M-V with the def2-TZVPD basis set

Each line ends with the Löwdin charge.
Cartesian coordinates (Å):
O1 3.548 -3.085 -3.988  -0.002
O2 -2.323 5.191 2.903  -0.083
O3 4.641 1.801 2.292  -0.047
O4 1.975 4.077 -0.906  -0.103
O5 1.584 2.211 1.080  -0.082
O6 -5.856 0.609 -1.717  -0.016
O7 -0.033 -2.403 6.039  -0.023
O8 4.839 -1.932 -1.673  -0.076
O9 5.221 4.396 0.829  -0.071
N1 -0.519 -1.117 5.749  -0.104
N2 2.416 -2.365 -4.127  -0.143
N3 -5.063 -0.370 -1.019  -0.093
C1 0.212 -0.458 4.603  -0.472
C2 -2.689 0.120 -1.720  -0.032
C3 1.725 1.050 0.354  -0.339
C4 5.894 3.571 -0.103  -0.340
C5 4.913 -1.202 -0.506  -0.332
C6 -2.013 -1.178 5.692  -0.408
C7 0.798 -4.398 -3.926  0.003
C8 1.281 -3.002 -3.425  -0.465
C9 4.220 -1.979 0.532  -0.092
C10 -1.973 0.636 3.843  -0.179
C11 -2.610 0.201 5.159  -0.124
C12 1.089 2.988 -2.900  -0.069
C13 0.200 -1.908 -3.410  -0.152
C14 3.545 -0.731 -5.607  -0.026
C15 5.132 3.089 -1.303  -0.064
C16 2.236 -2.601 -6.579  -0.050
C17 -2.542 -2.307 4.749  -0.029
C18 -0.179 -1.396 -4.851  -0.156
C19 -3.298 -1.895 0.719  -0.165
C20 -2.654 -1.402 7.193  -0.023
C21 -3.275 -2.080 -0.810  -0.146
C22 -4.406 1.111 0.945  -0.054
C23 0.331 0.592 0.092  -0.084
C24 1.268 4.304 -2.144  -0.259
C25 -6.716 0.166 0.954  -0.026
C26 2.293 -1.695 -5.383  -0.496
C27 1.640 -3.001 -1.908  -0.045
C28 -3.807 -0.900 -1.605  -0.469
C29 1.572 -0.012 5.141  -0.035
C30 -5.207 -0.101 0.441  -0.429
C31 -1.188 4.769 2.125  -0.294
C32 -1.648 4.059 0.846  -0.064
C33 -4.711 -1.418 1.200  -0.106
C34 -4.167 -1.399 -3.059  -0.029
C35 1.082 -0.728 -5.458  -0.120
C36 -0.473 0.835 4.103  -0.139
C37 0.380 -1.434 3.390  -0.021
H1 4.309 -1.506 1.510  0.081
H2 -2.058 0.021 -2.603  0.068
H3 2.247 -2.123 -7.559  0.084
H4 -0.612 4.129 2.794  0.097
H5 3.719 1.667 2.074  0.001
H6 -5.483 -2.187 1.167  0.110
H7 1.659 5.099 -2.779  0.118
H8 -2.087 -0.084 3.033  0.078
H9 0.243 -4.889 -3.126  0.080
H10 -4.825 2.021 0.517  0.089
H11 -1.988 0.135 -0.886  0.042
H12 -0.542 -2.273 -5.386  0.098
H13 1.397 -3.289 -6.685  0.077
H14 -3.329 1.207 0.806  0.051
H15 -0.371 -1.342 2.606  0.053
H16 0.355 2.303 -2.477  0.060
H17 -4.940 -2.165 -3.115  0.079
H18 -2.427 -2.391 7.589  0.063
H19 0.887 3.108 -3.964  0.077
H20 1.693 -4.974 -4.161  0.081
H21 3.915 -2.612 -3.238  0.060
H22 -2.232 -2.352 -0.974  0.110
H23 2.086 -0.947 5.363  0.078
H24 -7.170 1.120 0.684  0.072
H25 3.147 -3.199 -6.571  0.085
H26 -6.721 0.174 2.044  0.073
H27 -3.863 -2.989 -0.938  0.120
H28 -3.739 -1.301 7.166  0.066
H29 -0.330 0.548 0.958  0.071
H30 5.962 -1.074 -0.237  0.122
H31 -0.219 1.255 -0.576  0.051
H32 5.611 -2.501 -1.704  0.108
H33 3.565 -0.151 -6.529  0.081
H34 2.158 0.332 1.051  0.099
H35 2.444 -3.702 -1.685  0.085
H36 -7.370 -0.657 0.666  0.074
H37 4.507 -1.244 -5.600  0.069
H38 1.314 -1.256 2.857  0.068
H39 4.480 -0.206 -0.598  0.102
H40 -3.312 -1.751 -3.635  0.066
H41 0.527 -1.039 -2.839  0.102
H42 4.512 3.887 -1.712  0.069
H43 6.298 2.766 0.511  0.102
H44 4.827 2.697 2.012  -0.007
H45 2.276 1.211 -0.573  0.107
H46 -3.085 1.135 -1.775  0.091
H47 5.776 2.615 -2.044  0.087
H48 -2.597 0.966 5.936  0.118
H49 0.763 -3.240 -1.307  0.081
H50 -1.971 4.795 0.109  0.074
H51 -0.617 -2.416 -2.899  0.101
H52 -2.448 1.532 3.444  0.103
H53 4.460 -3.041 0.485  0.088
H54 0.635 -0.637 -6.448  0.113
H55 3.654 -0.089 -4.732  0.072
H56 1.420 0.549 6.064  0.089
H57 -6.505 0.053 -2.154  0.096
H58 -1.023 -0.714 -4.746  0.091
H59 4.435 2.310 -0.993  0.052
H60 -2.380 -0.668 7.951  0.065
H61 -2.629 -1.066 0.953  0.076
H62 -4.378 1.071 2.034  0.072
H63 0.661 -2.215 6.676  0.100
H64 -0.390 1.580 4.894  0.115
H65 -2.185 6.086 3.221  0.073
H66 -2.504 3.395 0.963  0.054
H67 -2.467 -3.343 5.079  0.083
H68 -2.015 -2.222 3.798  0.050
H69 0.277 4.608 -1.807  0.099
H70 6.831 3.995 -0.464  0.109
H71 -0.818 3.453 0.483  0.048
H72 0.350 -2.477 3.707  0.077
H73 -0.461 5.545 1.884  0.108
H74 5.927 4.613 1.443  0.093
H75 1.663 2.898 0.414  0.033
H76 2.046 2.469 -2.839  0.067
H77 -3.664 -0.033 5.008  0.102
H78 1.852 -1.997 -1.538  0.059
H79 3.136 -2.017 0.420  0.054
H80 0.087 1.356 3.326  0.105
H81 -2.853 -2.822 1.081  0.112
H82 1.267 0.266 -5.053  0.106
H83 2.138 0.552 4.399  0.083
H84 0.415 -0.358 -0.436  0.068
H85 0.194 -4.261 -4.824  0.064
H86 -3.568 -2.043 4.495  0.071
H87 -4.625 -1.152 2.254  0.089
H88 2.535 4.853 -0.828  0.091
H89 -4.548 -0.640 -3.743  0.073

As for the HOMO energy: -7.8941 eV. The SMILES is CC1(C)CCCC(C)(C)N1O.CC1(C)CCCC(C)(C)N1O.CC1(C)CCCC(C)(C)N1O.CCO.CCO.CCO.CCO.CCO.O. Its total charge is 0. Its energy above the lowest of the compared OMol25 structures with the same formula, charge and spin is 111.2 kJ/mol. As for the HOMO-LUMO gap: 8.3 eV.

Entry 2:
C37H90BF2N4O16Si | ωB97M-V with the def2-TZVPD basis set

Each line ends with the Löwdin charge.
Cartesian coordinates (Å):
Si1 -2.924 0.153 0.344  0.576
F1 -0.516 -3.796 0.435  0.101
F2 -0.117 -3.696 -1.730  0.064
O1 2.677 -4.582 -4.382  -0.123
O2 2.644 1.017 3.948  0.095
O3 0.668 -1.939 3.944  0.126
O4 -3.268 -2.548 -8.972  -0.133
O5 2.905 4.216 4.122  -0.144
O6 -1.023 2.160 8.709  -0.140
O7 0.765 -1.635 1.843  -0.072
O8 -4.476 -5.646 5.366  -0.122
O9 3.896 -5.428 -1.337  -0.142
O10 -7.445 -4.308 -6.575  -0.134
O11 -3.849 0.479 -7.015  -0.140
O12 -3.171 -2.133 4.989  -0.127
O13 3.670 1.594 1.840  0.114
O14 0.040 4.773 2.827  -0.175
O15 0.770 6.978 -2.878  -0.148
O16 3.150 1.759 6.616  -0.134
N1 1.368 -2.652 -0.325  0.163
N2 1.471 -1.397 -2.427  0.192
N3 0.465 -2.485 2.935  0.033
N4 3.457 -2.132 -1.350  -0.007
C1 4.042 0.288 -1.974  -0.167
C2 4.097 -1.251 -2.360  -0.136
C3 3.713 3.328 -1.510  -0.194
C4 -0.042 -2.941 -0.549  -0.419
C5 4.012 -1.944 0.027  -0.072
C6 -3.793 0.510 2.002  -0.184
C7 -2.546 -0.052 -6.818  -0.172
C8 -6.132 0.059 -3.239  -0.069
C9 -4.225 0.138 -1.049  -0.251
C10 -2.119 -1.603 0.441  -0.220
C11 2.638 2.385 -2.149  -0.219
C12 4.119 4.826 4.543  -0.126
C13 -4.729 0.296 -3.524  -0.064
C14 -3.094 -5.935 5.512  -0.168
C15 -4.542 -2.366 -8.357  -0.149
C16 -0.420 3.632 3.542  -0.108
C17 -6.689 -5.497 -6.381  -0.163
C18 -6.568 -0.095 -1.863  -0.075
C19 0.883 4.348 1.754  -0.248
C20 -2.043 -1.885 5.821  -0.151
C21 3.151 4.304 -0.401  -0.188
C22 5.284 -5.744 -1.268  -0.130
C23 1.879 1.954 7.226  -0.152
C24 3.591 -0.989 2.435  0.009
C25 -0.689 2.849 9.910  -0.156
C26 0.811 7.670 -4.123  -0.144
C27 1.231 5.505 0.737  -0.134
C28 2.046 -2.029 -1.373  -0.214
C29 -1.660 1.535 0.003  -0.192
C30 1.687 4.825 -0.640  -0.192
C31 1.763 -2.267 1.038  -0.236
C32 2.992 -1.284 0.991  -0.215
C33 -1.040 -1.736 -0.696  -0.131
C34 1.741 -5.498 -3.811  -0.137
C35 3.305 1.224 -3.019  -0.181
C36 -5.647 -0.062 -0.725  -0.068
C37 -3.764 0.336 -2.424  -0.098
B1 3.296 0.575 2.764  -0.505
H1 2.074 1.918 -1.280  0.097
H2 0.377 3.521 1.174  0.095
H3 -5.993 -0.181 0.327  0.093
H4 2.032 2.303 8.246  0.078
H5 0.935 4.027 -0.862  0.091
H6 2.874 1.863 1.340  0.087
H7 -2.688 -5.377 6.361  0.072
H8 -1.936 0.658 -6.250  0.072
H9 0.815 -4.974 -3.563  0.059
H10 1.819 3.920 2.199  0.088
H11 -3.426 -2.844 -9.875  0.076
H12 -5.727 -5.386 -6.878  0.068
H13 2.570 -0.310 0.626  0.132
H14 -2.691 0.510 -2.671  0.081
H15 -2.977 -7.002 5.694  0.080
H16 -0.018 3.670 9.664  0.078
H17 -0.464 -0.789 -0.837  0.081
H18 -2.389 -1.472 6.766  0.084
H19 1.527 -6.280 -4.536  0.088
H20 -1.376 -1.168 5.336  0.056
H21 -2.626 -0.983 -6.258  0.075
H22 2.850 -3.903 -3.723  0.025
H23 3.813 5.217 -0.414  0.126
H24 -5.086 -3.314 -8.353  0.068
H25 5.389 -6.817 -1.122  0.087
H26 4.979 -1.384 -0.052  0.155
H27 4.293 -2.959 0.437  0.152
H28 0.413 6.251 0.604  0.116
H29 -0.158 6.850 -2.652  0.080
H30 4.116 5.866 4.220  0.082
H31 5.193 -1.519 -2.353  0.138
H32 1.851 7.827 -4.400  0.081
H33 -1.594 3.249 10.373  0.077
H34 -8.288 -4.431 -6.127  0.074
H35 -0.900 1.617 0.823  0.010
H36 -1.616 1.440 8.949  0.073
H37 0.313 8.637 -4.027  0.080
H38 2.128 -3.164 1.618  0.181
H39 -4.279 1.522 1.924  0.054
H40 5.097 0.672 -1.902  0.125
H41 2.988 1.450 5.715  0.012
H42 5.745 -5.219 -0.427  0.072
H43 -1.186 1.470 -1.014  0.022
H44 -4.395 -2.031 -7.334  0.059
H45 1.389 -1.913 -3.303  0.146
H46 -0.825 2.839 2.848  0.070
H47 4.247 3.960 -2.274  0.123
H48 4.532 2.728 -1.015  0.106
H49 0.318 7.075 -4.895  0.076
H50 3.825 -4.477 -1.467  0.023
H51 -3.009 0.545 2.810  0.035
H52 4.197 4.787 5.632  0.081
H53 3.781 -1.456 -3.418  0.131
H54 -2.559 -5.663 4.596  0.069
H55 2.930 3.298 4.420  0.036
H56 -1.211 3.966 4.253  0.105
H57 3.578 0.478 -0.977  0.082
H58 -1.612 -1.900 -1.653  0.136
H59 2.167 -5.947 -2.912  0.064
H60 3.265 3.849 0.613  0.086
H61 -7.224 -6.347 -6.811  0.078
H62 -7.647 -0.246 -1.644  0.099
H63 1.666 5.654 -1.401  0.091
H64 1.328 1.010 7.248  0.074
H65 1.871 2.912 -2.766  0.115
H66 -1.509 -2.820 6.009  0.075
H67 -2.931 -2.357 0.266  0.101
H68 1.678 1.017 3.791  0.124
H69 2.137 6.040 1.144  0.119
H70 -4.312 0.432 -4.565  0.087
H71 -1.728 -1.749 1.477  0.054
H72 4.110 1.741 -3.615  0.121
H73 -2.080 -0.251 -7.785  0.079
H74 4.971 4.310 4.092  0.078
H75 4.713 -1.043 2.307  0.135
H76 5.777 -5.457 -2.200  0.084
H77 3.217 -1.677 3.227  0.112
H78 2.576 0.710 -3.688  0.096
H79 -2.840 -2.497 4.160  0.062
H80 -2.216 2.518 0.004  0.064
H81 -5.109 -1.611 -8.906  0.084
H82 -4.538 -0.305 2.174  0.037
H83 -0.188 2.168 10.603  0.079
H84 -6.845 0.004 -4.089  0.105
H85 -3.749 1.299 -7.511  0.086
H86 1.082 -0.458 -2.369  0.133
H87 -6.528 -5.660 -5.312  0.076
H88 -4.555 -4.697 5.207  0.061
H89 0.416 3.147 4.125  0.072
H90 1.310 2.705 6.670  0.072

As for the HOMO energy: -10.9859 eV. Its total charge is +1. As for the HOMO-LUMO gap: 6.3 eV.

Entry 3:
C37H96ClN8O12 | ωB97M-V with the def2-TZVPD basis set

Each line ends with the Löwdin charge.
Cartesian coordinates (Å):
Cl1 0.010 0.739 -1.879  0.608
O1 -5.255 3.032 1.836  -0.169
O2 -2.395 -5.962 -2.514  -0.162
O3 1.302 1.247 -2.286  -0.409
O4 -0.655 5.991 -6.151  -0.186
O5 0.179 -0.016 -0.631  -0.411
O6 -3.429 7.519 2.969  -0.201
O7 5.937 -1.433 1.836  -0.208
O8 5.348 5.172 3.361  -0.198
O9 -0.494 -0.124 -2.880  -0.384
O10 -0.864 1.914 -1.699  -0.407
O11 -0.348 -4.284 3.328  -0.009
O12 1.656 -4.604 -9.349  -0.187
N1 0.645 -4.959 3.993  -0.140
N2 -3.686 -5.521 0.125  0.034
N3 3.151 5.432 0.358  0.031
N4 -5.063 8.618 4.943  0.046
N5 -5.867 1.794 4.188  0.036
N6 -0.358 2.396 -7.064  0.010
N7 4.906 -4.047 1.481  0.039
N8 2.800 -1.947 -7.062  0.027
C1 2.108 -6.559 5.991  -0.160
C2 -5.697 3.445 0.536  -0.119
C3 -3.318 8.908 3.303  -0.202
C4 -1.076 4.706 -6.539  -0.206
C5 0.434 -4.926 -9.975  -0.120
C6 -3.007 -4.729 -2.122  -0.203
C7 5.120 4.991 4.723  -0.140
C8 0.639 4.194 -8.461  -0.063
C9 -4.805 10.849 4.057  -0.087
C10 -0.695 -7.024 4.538  -0.048
C11 -5.335 -0.438 3.385  -0.083
C12 -4.705 9.383 3.753  -0.459
C13 5.112 -1.788 0.636  -0.133
C14 0.918 -4.308 5.272  -0.494
C15 4.303 -3.673 -0.873  -0.064
C16 3.517 -4.352 -7.036  -0.069
C17 -0.287 -4.264 6.195  -0.047
C18 5.264 6.464 0.747  -0.088
C19 2.075 -5.045 5.971  -0.151
C20 -5.254 1.564 1.822  -0.188
C21 -5.052 1.054 3.229  -0.449
C22 -4.125 -5.067 -1.178  -0.449
C23 -1.694 6.742 -5.497  -0.100
C24 5.660 -0.179 2.272  -0.178
C25 4.160 5.143 2.574  -0.192
C26 0.110 3.805 -7.070  -0.406
C27 5.239 -3.289 0.280  -0.434
C28 -1.368 -5.770 -3.410  -0.165
C29 0.526 -6.414 3.912  -0.474
C30 4.454 5.231 1.049  -0.409
C31 0.570 -6.709 2.341  -0.018
C32 1.401 -2.820 5.063  -0.014
C33 -4.998 -3.814 -0.955  -0.061
C34 2.945 -3.190 -7.842  -0.415
C35 -2.294 6.983 2.275  -0.089
C36 1.557 -3.490 -8.491  -0.206
C37 1.780 -7.083 4.552  -0.129
H1 5.399 -1.121 -0.178  0.123
H2 -3.274 -4.121 -2.986  0.128
H3 -4.363 1.129 1.368  0.129
H4 3.630 -1.752 -6.521  0.062
H5 -2.432 7.178 -6.170  0.082
H6 -5.835 11.154 4.241  0.077
H7 -2.610 6.849 1.240  0.083
H8 -2.101 5.967 2.618  0.085
H9 2.197 -2.035 -6.257  0.071
H10 -5.932 8.975 5.315  0.063
H11 0.223 -5.918 -10.373  0.083
H12 6.013 0.559 1.552  0.087
H13 -6.115 1.113 1.328  0.120
H14 1.509 3.559 -8.626  0.068
H15 6.249 -3.462 -0.092  0.135
H16 0.697 -2.226 4.479  0.082
H17 -1.583 4.221 -5.705  0.113
H18 -4.942 3.106 -0.172  0.089
H19 3.191 5.999 -0.477  0.060
H20 3.166 -6.807 6.069  0.107
H21 4.452 -3.996 -6.605  0.070
H22 4.995 4.353 0.695  0.133
H23 3.639 -2.954 -8.648  0.131
H24 -4.617 -1.038 2.826  0.075
H25 4.880 7.378 1.199  0.082
H26 3.509 5.972 2.851  0.122
H27 -4.004 1.111 3.523  0.138
H28 5.499 -3.507 2.095  0.050
H29 5.423 6.733 -0.297  0.075
H30 -0.142 -6.176 1.711  0.067
H31 -0.922 -6.796 5.579  0.067
H32 1.238 -2.617 -9.062  0.123
H33 1.993 -4.828 7.036  0.115
H34 3.769 -5.236 -7.623  0.070
H35 -0.946 -6.742 -3.665  0.084
H36 0.837 -3.674 -7.694  0.122
H37 4.450 -2.908 -1.635  0.075
H38 3.956 -3.893 1.785  0.066
H39 2.648 -6.998 3.898  0.111
H40 0.648 -7.769 2.099  0.079
H41 0.105 -4.029 2.521  0.110
H42 -5.390 -0.895 4.373  0.072
H43 -4.703 -5.915 -1.546  0.138
H44 6.158 4.755 4.957  0.089
H45 -2.114 6.170 -4.670  0.085
H46 -0.398 -4.694 -9.309  0.080
H47 -4.394 -2.953 -0.668  0.077
H48 3.242 -3.800 -0.657  0.077
H49 3.031 -4.622 5.663  0.113
H50 -3.096 -4.815 0.540  0.068
H51 -1.855 4.729 -7.301  0.119
H52 6.078 0.150 3.223  0.085
H53 -4.449 11.427 3.204  0.077
H54 -1.511 -5.296 -4.381  0.084
H55 1.520 -6.361 1.935  0.070
H56 -4.481 9.039 5.653  0.060
H57 -0.304 -3.435 6.902  0.081
H58 4.693 5.809 5.304  0.087
H59 -3.062 -6.312 0.047  0.064
H60 4.081 -1.557 0.903  0.124
H61 1.627 -8.161 4.599  0.108
H62 -3.103 9.411 2.360  0.122
H63 0.445 1.818 -7.265  0.063
H64 -6.326 -0.672 2.997  0.071
H65 -0.511 -5.209 -3.039  0.086
H66 4.587 -0.109 2.453  0.087
H67 0.903 5.252 -8.487  0.072
H68 -6.683 3.090 0.236  0.076
H69 -4.246 11.050 4.970  0.076
H70 2.845 -4.728 -6.265  0.077
H71 -1.398 7.595 2.376  0.082
H72 -5.783 4.531 0.489  0.081
H73 -0.108 3.945 -9.214  0.073
H74 -5.630 1.306 5.041  0.057
H75 -1.666 -6.845 4.076  0.085
H76 -2.577 9.072 4.085  0.127
H77 -0.583 2.215 -6.097  0.066
H78 4.639 4.055 5.007  0.082
H79 -1.225 7.567 -4.961  0.079
H80 0.310 -4.243 -10.815  0.082
H81 -6.828 1.490 4.124  0.065
H82 6.228 6.219 1.194  0.074
H83 2.649 4.584 0.136  0.073
H84 0.903 3.646 -6.340  0.131
H85 1.415 -2.425 6.079  0.074
H86 -1.219 -4.223 5.632  0.084
H87 3.652 4.195 2.750  0.120
H88 -5.361 9.254 2.892  0.139
H89 -5.689 -3.986 -0.130  0.072
H90 -5.495 -3.534 -1.883  0.074
H91 -0.713 -8.108 4.426  0.083
H92 1.428 -7.053 6.685  0.108
H93 2.407 -2.791 4.644  0.072
H94 -2.317 -4.070 -1.595  0.131
H95 4.622 -4.635 -1.275  0.071
H96 -0.442 -5.176 6.771  0.066

As for the HOMO energy: -6.1560 eV. Its total charge is -1. Its energy above the lowest of the compared OMol25 structures with the same formula, charge and spin is 224.1 kJ/mol. As for the HOMO-LUMO gap: 8.2 eV.